The following is a quantum chemistry calculation of the molecule C3H8N2O, from the OMol25 dataset.

Output
- Highest occupied orbital energy: -8.7 eV
- Structure (SMILES): C/N=C(/O)NC
- LUMO level: 0.891 eV
- Energy relative to the best compared isomer or geometry (same formula, charge and spin): 24.3 kcal/mol

The geometry in ORCA input format:
```
! RIJCOSX wB97M-V def2-TZVPD def2/J DEFGRID3
* xyz 0 1
C -0.280 -2.114 -0.388
N -0.398 -0.693 -0.134
C 0.634 0.121 0.218
O 1.782 -0.531 0.495
N 0.666 1.390 0.348
C -0.516 2.165 0.092
H -0.036 -2.342 -1.431
H -1.225 -2.597 -0.141
H 0.492 -2.564 0.235
H -1.221 -0.228 -0.482
H 2.322 0.244 0.736
H -0.297 3.216 0.300
H -0.843 2.102 -0.958
H -1.364 1.877 0.733
*
```